(i)
This record from OMol25 describes a 3-piece molecular cluster, C3H13N4 overall. The level of theory is ωB97M-V/def2-TZVPD.

Geometry as ORCA input:
```
! wB97M-V def2-TZVPD RIJCOSX def2/J DEFGRID3
* xyz 1 1
C -1.10472 1.87407 -0.49414
C 0.06795 1.03193 -1.11504
C 0.41423 -0.17621 -0.46541
N -0.11108 -0.88154 0.44099
N 2.56115 -1.78314 -1.22444
N 1.63831 -1.01535 -1.85514
N -1.43111 -0.07063 2.80921
H -2.10970 1.57720 -0.60949
H -1.02857 1.98466 0.62969
H -0.99679 2.78500 -0.94954
H 0.84489 1.79087 -1.09280
H -0.12533 0.72439 -2.14305
H 0.39018 -1.74621 0.62919
H -0.81883 -0.40898 1.14342
H 3.31636 -1.23589 -0.86215
H 2.70875 -2.74086 -1.40284
H 0.89994 -1.60510 -2.23453
H -2.21479 -0.42688 2.21490
H -1.32179 -0.55318 3.66406
H -1.57907 0.87583 2.91711
*
```

The molar mass is 105.2 g/mol. The frontier orbital gap (spin up / spin down) comes out at 8.5127 / 8.5113 eV. The value obtained for the LUMO energy (spin up / spin down) is -3.698 / -3.700 eV.



(ii)
This record from OMol25 describes a 3-piece molecular cluster, C3H13N4 overall. The level of theory is ωB97M-V/def2-TZVPD.

Geometry as ORCA input:
```
! wB97M-V def2-TZVPD RIJCOSX def2/J DEFGRID3
* xyz 1 1
C 3.40458 -0.21883 0.30439
C 1.90416 0.05214 0.50916
C -1.86357 1.77183 0.44567
N -1.41272 0.76694 -0.13431
N -3.23061 -1.52551 0.12733
N 0.21661 -0.26962 -1.10887
N 1.32877 0.21798 -0.79225
H 3.81577 -0.28777 1.21251
H 3.44930 -1.03199 -0.35358
H 3.92988 0.54922 -0.26043
H 1.66563 0.90612 1.01098
H 1.21146 -0.62798 0.90534
H -2.76653 1.81515 1.11490
H -2.00579 -0.17950 -0.10480
H -0.14322 -0.12121 -2.04515
H -3.27983 -1.53651 -0.86496
H -4.04682 -1.56824 0.69148
H -1.53363 2.68597 0.19076
H -2.51741 -2.10856 0.53260
H 1.87397 0.71038 -1.38076
*
```

The molar mass is 105.2 g/mol. The frontier orbital gap (spin up / spin down) comes out at 8.3041 / 8.3064 eV. The value obtained for the LUMO energy (spin up / spin down) is -4.612 / -4.611 eV.



(iii)
This record from OMol25 describes a 2-piece molecular cluster, C3H13N4 overall. The level of theory is ωB97M-V/def2-TZVPD.

Geometry as ORCA input:
```
! wB97M-V def2-TZVPD RIJCOSX def2/J DEFGRID3
* xyz 1 1
N 1.04620 -1.97721 0.48415
C 1.67515 -1.83969 -0.66520
N 1.68402 -0.75651 -1.37329
H 0.44423 -1.25187 0.83982
H 1.06488 -2.86694 0.95395
H 2.22649 -2.71080 -1.01558
H 2.20672 -0.77008 -2.23528
H 1.22867 0.17131 -1.09150
N -2.38519 0.33982 1.33386
C -1.55392 0.54688 0.16495
C -0.36660 1.41670 0.53052
N 0.49950 1.63127 -0.66011
H -1.86814 -0.10115 2.08667
H -3.17404 -0.25751 1.12433
H -2.13824 1.07467 -0.58646
H -1.20767 -0.37141 -0.32880
H -0.73026 2.35608 0.93007
H 0.24054 0.95441 1.31491
H -0.07481 2.06963 -1.38256
H 1.18247 2.34241 -0.42444
*
```

The molar mass is 105.2 g/mol. The frontier orbital gap comes out at 9.8571 eV. The value obtained for the LUMO energy is -2.997 eV.



Result of the stability comparison: (ii) is the least stable of them.



(i)
This record from OMol25 describes C3H9NO2Si as an isolated structure. The level of theory is ωB97M-V/def2-TZVPD.

Geometry as ORCA input:
```
! wB97M-V def2-TZVPD RIJCOSX def2/J DEFGRID3
* xyz 0 1
C -2.06800 0.68013 0.41280
C -1.91832 -0.83828 -0.09956
C 3.00383 -0.19413 0.11606
N -0.78262 1.22070 0.09450
O -0.59331 -1.26785 -0.08534
O 1.67942 0.22772 0.36716
Si 0.34557 -0.02559 -0.47132
H -2.84619 0.91252 -0.35836
H -2.39364 0.65734 1.44171
H -2.29332 -1.49385 0.65500
H -2.29095 -0.89894 -1.15335
H 3.69514 0.53990 0.74776
H 3.22537 -0.30650 -0.97686
H 3.17565 -1.22288 0.64923
H -0.37668 2.04992 0.57652
H 0.43807 -0.04021 -1.91594
*
```

The molar mass is 119.2 g/mol. The frontier orbital gap comes out at 9.7813 eV. The value obtained for the LUMO energy is 0.912 eV.



(ii)
This record from OMol25 describes one molecule with the formula C3H9NO2Si. The level of theory is ωB97M-V/def2-TZVPD.

Geometry as ORCA input:
```
! wB97M-V def2-TZVPD RIJCOSX def2/J DEFGRID3
* xyz 0 1
O -0.59618 1.86196 -1.69344
Si -0.12156 0.38522 -1.19243
O 0.38869 -0.58124 -2.33598
C 1.16543 0.56075 0.31791
C 0.62628 -0.43883 1.28755
C -0.88092 -0.59814 1.16620
N -1.27538 -0.43121 -0.21484
H -1.24470 1.90517 -2.44126
H 1.20522 -1.00858 -2.45150
H 1.19737 1.58719 0.88036
H 2.27903 0.32286 0.17694
H 0.67007 -0.38007 2.39436
H 1.27143 -1.34204 0.94754
H -1.08607 -1.45842 1.66388
H -1.36045 0.09810 1.79024
H -2.23824 -0.48271 -0.29552
*
```

The molar mass is 119.2 g/mol. The SMILES is O[Si]1(O)CCCN1. The frontier orbital gap comes out at 9.3931 eV. The value obtained for the LUMO energy is 0.587 eV.



Result of the stability comparison: (i) is the least stable of them.



(i)
This record from OMol25 describes a 2-piece molecular cluster, C3H9NO2Si overall. The level of theory is ωB97M-V/def2-TZVPD.

Geometry as ORCA input:
```
! wB97M-V def2-TZVPD RIJCOSX def2/J DEFGRID3
* xyz 0 1
C -0.35504 0.36409 2.13691
C 0.07733 1.67772 -0.88999
C -1.20888 -0.95175 -0.89832
N 2.15223 -1.63359 -0.35159
O 1.90041 -2.48208 -1.20174
O 3.13654 -0.98616 -0.02964
Si -0.11638 0.07416 0.21045
H -1.30707 0.69086 2.54538
H -0.10418 -0.44239 2.75564
H 0.34942 1.19780 2.37571
H 1.13223 1.88728 -1.02064
H -0.37309 1.47521 -1.82834
H -0.71497 2.44496 -0.46173
H -0.69694 -1.30160 -1.76333
H -1.83793 -1.80280 -0.43293
H -2.03369 -0.21171 -1.14585
*
```

The molar mass is 119.2 g/mol. The frontier orbital gap (spin up / spin down) comes out at 7.1220 / 6.8844 eV. The value obtained for the LUMO energy (spin up / spin down) is -0.745 / -0.788 eV.



(ii)
This record from OMol25 describes a 2-piece molecular cluster, C3H9NO2Si overall. The level of theory is ωB97M-V/def2-TZVPD.

Geometry as ORCA input:
```
! wB97M-V def2-TZVPD RIJCOSX def2/J DEFGRID3
* xyz 0 1
H 0.43125 1.96829 0.40543
N 0.98891 1.89732 1.27149
C 1.60135 0.79904 1.30972
C 2.12142 -0.00216 0.11208
O 2.00427 0.34028 -1.02741
O 2.63909 -1.17469 0.50470
H 1.93411 0.58243 2.31500
H 3.03799 -1.53916 -0.25348
C -0.87022 -0.45106 -0.74501
Si -2.72684 -0.42000 -0.48037
H -0.96150 0.60750 -1.23819
H -0.27288 -0.28447 0.17358
H -0.12810 -1.03809 -1.21137
H -3.48575 0.35472 -1.63809
H -2.78450 0.17061 0.97032
H -3.52859 -1.81055 -0.46838
*
```

The molar mass is 119.2 g/mol. The SMILES is [H]/N=C\C(=O)O.C[SiH3]. The frontier orbital gap comes out at 10.3082 eV. The value obtained for the LUMO energy is -0.207 eV.



Result of the stability comparison: (i) is the least stable of them.



(i)
This record from OMol25 describes one molecule with the formula C2H3N. The level of theory is ωB97M-V/def2-TZVPD.

Geometry as ORCA input:
```
! wB97M-V def2-TZVPD RIJCOSX def2/J DEFGRID3
* xyz 0 1
C -0.44487 0.16358 -0.24574
C 0.84611 -0.04322 0.23044
N 1.84621 -0.43189 0.78935
H -0.45185 -0.13221 -1.32194
H -0.85559 -0.59493 0.38415
H -0.94003 1.03867 0.16374
*
```

The molar mass is 41.1 g/mol. The SMILES is CC#N. The frontier orbital gap comes out at 11.8649 eV. The value obtained for the LUMO energy is 0.752 eV.



(ii)
This record from OMol25 describes a 2-piece molecular cluster, C2H3N overall. The level of theory is ωB97M-V/def2-TZVPD.

Geometry as ORCA input:
```
! wB97M-V def2-TZVPD RIJCOSX def2/J DEFGRID3
* xyz 0 1
C -0.16211 -1.80616 0.19794
C 0.20618 -0.40482 0.09729
N -0.60145 -2.83845 0.43360
H 0.50851 -0.07269 1.03473
H -1.25110 0.14951 -0.15863
H 0.71034 -0.13588 -0.69650
*
```

The molar mass is 41.1 g/mol. The frontier orbital gap comes out at 11.3116 eV. The value obtained for the LUMO energy is 0.164 eV.



Result of the stability comparison: (ii) is the least stable of them.



(i)
This record from OMol25 describes a 2-piece molecular cluster, C2H3N overall. The level of theory is ωB97M-V/def2-TZVPD.

Geometry as ORCA input:
```
! wB97M-V def2-TZVPD RIJCOSX def2/J DEFGRID3
* xyz 0 1
C -0.14412 -0.57197 0.47373
C -0.11316 0.79754 0.11660
N -1.34303 -0.35930 0.05746
H 1.53782 -2.53511 -0.82203
H -0.39347 1.56000 0.91374
H 0.45596 1.10883 -0.73950
*
```

The molar mass is 41.1 g/mol. The frontier orbital gap (spin up / spin down) comes out at 9.9541 / 9.2658 eV. The value obtained for the LUMO energy (spin up / spin down) is 0.370 / -1.509 eV.



(ii)
This record from OMol25 describes a 2-piece molecular cluster, C2H3N overall. The level of theory is ωB97M-V/def2-TZVPD.

Geometry as ORCA input:
```
! wB97M-V def2-TZVPD RIJCOSX def2/J DEFGRID3
* xyz 0 1
C 0.48695 0.66213 -0.41500
C 0.50389 -0.69940 -0.68119
N 0.72192 0.45412 -1.65328
H -1.85388 2.29387 0.34897
H 1.47020 -1.19054 -0.58457
H -0.33888 -1.34550 -0.73833
*
```

The molar mass is 41.1 g/mol. The frontier orbital gap (spin up / spin down) comes out at 10.6221 / 8.9337 eV. The value obtained for the LUMO energy (spin up / spin down) is 0.495 / -1.836 eV.



Result of the stability comparison: (ii) is the least stable of them.



(i)
This record from OMol25 describes one molecule with the formula C4H8N2O2S. The level of theory is ωB97M-V/def2-TZVPD.

Geometry as ORCA input:
```
! wB97M-V def2-TZVPD RIJCOSX def2/J DEFGRID3
* xyz 0 1
H 0.58057 2.91601 1.12934
N -0.43366 2.65743 1.04049
C -0.53860 1.57819 0.41148
C -1.95797 1.06470 0.08818
C 0.50543 0.65116 -0.08712
S 0.37321 -0.95434 1.01298
C 1.52231 -2.09119 0.21124
N 1.96084 1.02857 -0.10542
O 2.51694 0.59637 -1.09084
O 2.41360 1.74560 0.76469
H -2.23821 1.68126 -0.71632
H -2.78176 1.34317 0.82310
H -1.88866 0.05388 -0.33610
H 0.39737 0.39344 -1.22385
H 2.55918 -1.91673 0.39061
H 1.36929 -2.05368 -0.82929
H 1.28209 -3.14093 0.57872
*
```

The molar mass is 148.2 g/mol. The SMILES is [H]/N=C(/C)[C@H](SC)[N+](=O)[O-]. The frontier orbital gap comes out at 9.3822 eV. The value obtained for the LUMO energy is -0.292 eV.



(ii)
This record from OMol25 describes C4H8N2O2S as an isolated structure. The level of theory is ωB97M-V/def2-TZVPD.

Geometry as ORCA input:
```
! wB97M-V def2-TZVPD RIJCOSX def2/J DEFGRID3
* xyz 0 1
C 0.60888 1.00933 0.16296
C 0.31679 2.41250 0.67586
C -1.30847 -0.88960 -3.05348
C -0.46751 0.30866 -0.55747
N 1.82366 0.57682 0.34911
N -1.80555 0.67483 -0.24888
O -2.69098 0.34005 -1.00420
O -2.02610 1.31440 0.76729
S -0.00599 -0.59828 -2.02305
H -0.33860 2.25132 1.60847
H -0.27813 2.84592 -0.11148
H 1.34571 2.82754 0.94689
H -1.13512 -1.46180 -3.91107
H -2.23407 -0.41771 -2.90875
H -1.99465 -2.27674 1.27450
H -1.53079 -1.60916 1.13808
H 2.00508 -0.35087 -0.03615
*
```

The molar mass is 148.2 g/mol. The frontier orbital gap (spin up / spin down) comes out at 6.8883 / 7.1289 eV. The value obtained for the LUMO energy (spin up / spin down) is -1.989 / -1.794 eV.



Result of the stability comparison: (ii) is the least stable of them.